# 1
Here is a molecular structure, C15H13BNO6PdSSe4 from the OMol25 dataset. Energies are from ωB97M-V/def2-TZVPD.

Values from the calculation:
Multiplicity ... 5
LUMO level (spin up / spin down) ... 2.349 / 0.649 eV
ΔE to the lowest compared entry with this formula, charge and spin ... 0.0 kcal per mole
Expectation value of S² ... 6.0232
Orbital gap (spin up / spin down) ... 6.8 / 5.7 eV
Total charge ... -1

The geometry in XYZ format:
```
42
C15H13BNO6PdSSe4, DFT ωB97M-V/def2-TZVPD
Pd -0.692 -0.420 0.414
C 5.766 -5.952 -0.192
C 4.492 -5.153 -0.249
C 3.986 -4.711 -1.472
C 2.834 -3.948 -1.534
C 2.170 -3.619 -0.358
C 2.652 -4.050 0.865
C 3.809 -4.816 0.913
S 0.718 -2.609 -0.464
O -0.087 -3.166 -1.527
O 0.085 -2.650 0.873
N 1.188 -1.150 -0.804
C 2.358 -0.619 -0.095
C 2.120 0.155 1.212
O 3.118 0.497 1.838
O 0.907 0.432 1.535
H 5.876 -6.589 -1.070
H 5.797 -6.586 0.694
H 6.636 -5.292 -0.155
H 4.504 -4.973 -2.388
H 2.436 -3.608 -2.481
H 2.120 -3.779 1.768
H 4.187 -5.154 1.871
H 2.857 0.070 -0.773
H 3.090 -1.400 0.124
Se -1.260 2.192 0.077
Se -3.398 1.652 -0.603
Se -2.809 -1.506 -0.645
Se -3.068 -0.773 1.463
O 1.081 1.769 -1.631
B -0.258 1.470 -1.436
O -0.810 0.808 -2.521
C 0.255 0.583 -3.358
C 0.282 -0.112 -4.542
C 1.517 -0.197 -5.188
C 2.657 0.392 -4.656
C 2.615 1.093 -3.449
C 1.394 1.166 -2.826
H -0.608 -0.585 -4.933
H 1.587 -0.744 -6.120
H 3.598 0.300 -5.182
H 3.495 1.544 -3.012
```

***

# 2
Here is a molecular structure, C15H13Br9N2O4 at a distorted geometry from the OMol25 dataset. Energies are from ωB97M-V/def2-TZVPD.

Values from the calculation:
Multiplicity ... 2
LUMO level (spin up / spin down) ... 0.982 / 1.022 eV
ΔE to the lowest compared entry with this formula, charge and spin ... 0.0 kcal per mole
Expectation value of S² ... 0.7648
Orbital gap (spin up / spin down) ... 2.8 / 6.5 eV
Total charge ... -1

The geometry in XYZ format:
```
43
C15H13Br9N2O4, DFT ωB97M-V/def2-TZVPD
C -9.535 -9.896 17.783
C -8.930 -8.874 18.452
C -9.469 -7.567 18.529
C -10.514 -7.288 17.640
C -11.079 -8.330 16.868
C -10.635 -9.649 16.955
N -11.117 -5.962 17.532
O -10.528 -4.963 17.928
O -12.251 -5.843 16.990
H -9.189 -10.919 17.807
H -8.025 -9.049 19.016
H -9.096 -6.722 19.090
H -11.889 -8.013 16.228
H -11.231 -10.412 16.477
C -10.000 -4.130 21.906
C -10.751 -2.991 22.201
C -10.088 -1.843 22.581
C -8.734 -1.801 22.724
C -7.965 -2.900 22.337
C -8.594 -4.081 21.950
N -8.163 -0.452 23.156
O -7.041 -0.419 23.700
O -8.791 0.591 23.170
H -10.464 -5.068 21.641
H -11.820 -3.116 22.288
H -10.686 -0.989 22.862
H -6.899 -2.764 22.440
H -8.010 -4.951 21.692
C -7.874 -7.791 23.718
Br -8.625 -8.242 21.969
Br -7.347 -9.303 24.952
Br -8.921 -6.364 24.606
H -6.936 -7.284 23.492
C -4.646 -6.791 20.741
Br -3.473 -8.201 19.863
Br -6.400 -6.516 19.809
Br -3.611 -5.163 20.900
H -4.869 -7.116 21.757
C -6.569 -7.012 16.005
Br -7.773 -8.235 14.931
Br -5.995 -5.474 15.036
Br -4.894 -8.109 16.419
H -7.068 -6.699 16.922
```

***

# 3
Here is a single C15H13Cl2FN2O molecule from the OMol25 dataset. Energies are from ωB97M-V/def2-TZVPD.

Values from the calculation:
SMILES ... Cc1c(Cl)cccc1NCC(=O)Nc1ccc(Cl)cc1F
LUMO level ... 0.696 eV
Orbital gap ... 9.2 eV
Total charge ... 0

The geometry in XYZ format:
```
34
C15H13Cl2FN2O, DFT ωB97M-V/def2-TZVPD
C -2.508 -1.429 0.166
C -1.201 -1.698 0.854
C -0.415 -2.799 0.537
C 0.809 -3.036 1.143
C 1.264 -2.157 2.107
C 0.505 -1.059 2.456
C -0.724 -0.814 1.840
N -1.491 0.279 2.236
H -2.395 0.306 1.782
C -0.896 1.603 2.285
H 0.026 1.583 2.867
C -0.630 2.094 0.857
O -1.309 2.934 0.312
N 0.389 1.407 0.265
C 0.770 1.412 -1.074
C 0.240 2.266 -2.038
C 0.666 2.197 -3.351
C 1.630 1.273 -3.724
C 2.180 0.410 -2.787
C 1.741 0.495 -1.484
F 2.271 -0.338 -0.556
H 2.930 -0.315 -3.056
Cl 2.160 1.190 -5.362
H 0.247 2.863 -4.088
H -0.511 2.982 -1.745
H 0.859 0.705 0.827
H -1.604 2.283 2.763
H 0.855 -0.392 3.229
H 2.213 -2.332 2.589
H 1.392 -3.897 0.858
Cl -0.936 -3.930 -0.671
H -2.649 -2.120 -0.659
H -3.342 -1.553 0.857
H -2.534 -0.414 -0.236
```